{"formula": "C47H44F4N8OSSeSiY", "method": "wB97M-V/def2-TZVPD", "e_homo_ev": -4.4, "relative_energy_ev": 0.228, "max_force_ev_per_a": 0.9, "e_tot_ha": -5858.039532, "e_lumo_ev": 2.11, "gap_ev": 6.482, "charge": -1, "elements": ["Y", "O", "C", "C", "C", "C", "C", "C", "N", "H", "H", "H", "H", "H", "H", "H", "F", "C", "F", "F", "C", "C", "C", "C", "N", "C", "S", "H", "H", "H", "N", "C", "N", "C", "N", "N", "C", "N", "C", "C", "C", "C", "C", "N", "H", "H", "H", "H", "H", "H", "H", "H", "C", "C", "C", "C", "C", "C", "Si", "C", "C", "C", "C", "C", "C", "C", "C", "C", "C", "C", "C", "H", "H", "H", "H", "H", "H", "H", "H", "H", "H", "H", "H", "H", "H", "H", "F", "C", "C", "C", "C", "C", "C", "Se", "C", "C", "C", "H", "H", "H", "H", "H", "H", "H", "H", "H", "H", "H"], "positions_angstrom": [[-0.4441, -0.0330, 0.1288], [-2.7462, -0.8680, -0.2438], [-3.2833, -2.0049, 0.3935], [-2.5562, -2.3189, 1.6715], [-3.1616, -3.1342, 2.6188], [-2.4836, -3.4402, 3.7831], [-1.2210, -2.9048, 3.9774], [-0.6938, -2.0946, 2.9893], [-1.3312, -1.8178, 1.8462], [-2.6614, -1.0894, -1.2139], [-3.1853, -2.8737, -0.2651], [-4.3437, -1.8477, 0.6122], [-4.1619, -3.5078, 2.4369], [-2.9401, -4.0726, 4.5348], [-0.6486, -3.0881, 4.8759], [0.2782, -1.6417, 3.1176], [0.9810, -4.6096, -3.4946], [-0.2925, -4.7124, -3.9011], [-0.2402, -5.2643, -5.1434], [-0.8944, -5.6230, -3.1187], [-1.0351, -3.4015, -3.9323], [-1.4714, -2.9216, -5.1506], [-2.2153, -1.7504, -5.2152], [-2.5178, -1.1342, -4.0187], [-2.0968, -1.5768, -2.8387], [-1.3133, -2.6757, -2.7423], [-0.6505, -3.0775, -1.1992], [-1.2359, -3.4675, -6.0535], [-2.5605, -1.3461, -6.1560], [-3.1251, -0.2337, -3.9923], [1.9191, -1.6255, -2.5900], [1.5393, -0.4347, -3.0112], [2.2767, 0.1250, -3.9871], [1.8813, 1.3225, -4.3681], [2.5993, 1.9450, -5.3398], [0.8093, 1.9855, -3.9025], [0.1569, 1.3511, -2.9429], [0.4564, 0.1576, -2.4287], [-1.0410, 2.0593, -2.4027], [-1.3372, 3.3491, -2.8044], [-2.4331, 3.9821, -2.2387], [-3.2044, 3.3013, -1.3177], [-2.8429, 2.0025, -0.9870], [-1.7809, 1.3955, -1.5118], [2.7423, -2.0350, -2.9953], [1.3455, -2.1646, -1.9432], [3.5127, 1.5759, -5.5356], [2.4384, 2.9290, -5.4580], [-0.6987, 3.8361, -3.5249], [-2.6712, 5.0041, -2.5071], [-4.0451, 3.7613, -0.8187], [-3.3932, 1.4250, -0.2581], [2.6710, -1.1786, 5.6027], [2.2604, -0.0325, 4.9297], [2.2153, -0.0223, 3.5437], [2.5767, -1.1441, 2.7831], [2.9956, -2.2775, 3.4817], [3.0413, -2.2993, 4.8733], [2.3317, -1.0196, 0.8882], [3.7166, 0.2218, 0.4281], [3.5461, 1.0951, -0.6495], [4.5415, 1.9803, -1.0443], [5.7422, 2.0266, -0.3496], [5.9318, 1.1848, 0.7388], [4.9304, 0.2995, 1.1185], [2.9998, -2.6878, 0.2382], [2.2370, -3.8458, 0.4238], [2.6287, -5.0746, -0.0901], [3.8056, -5.1771, -0.8193], [4.5826, -4.0434, -1.0206], [4.1839, -2.8198, -0.4943], [2.6981, -1.1965, 6.6859], [1.9598, 0.8479, 5.4854], [1.8639, 0.8738, 3.0374], [3.2851, -3.1677, 2.9325], [3.3669, -3.1967, 5.3881], [2.5946, 1.1161, -1.1671], [4.3688, 2.6477, -1.8816], [6.5191, 2.7231, -0.6433], [6.8617, 1.2205, 1.2958], [5.0999, -0.3498, 1.9719], [1.2925, -3.7810, 0.9591], [2.0002, -5.9454, 0.0555], [4.1084, -6.1302, -1.2365], [5.5039, -4.1122, -1.5892], [4.8038, -1.9451, -0.6651], [0.4416, 1.7945, 0.0998], [-4.2823, 6.8196, 1.5969], [-3.7385, 5.4300, 1.8058], [-4.5697, 4.3203, 1.8193], [-4.0744, 3.0313, 2.0141], [-5.0590, 1.8920, 2.0554], [-2.6933, 2.8223, 2.1924], [-2.0828, 1.0172, 2.4383], [-1.8484, 3.9473, 2.2353], [-0.3830, 3.8501, 2.5569], [-2.3845, 5.2154, 2.0273], [-5.3516, 6.7944, 1.3816], [-3.7851, 7.3259, 0.7657], [-4.1370, 7.4401, 2.4847], [-5.6388, 4.4547, 1.6757], [-6.0731, 2.2592, 1.8818], [-5.0239, 1.3818, 3.0202], [-4.8309, 1.1217, 1.3143], [0.0351, 2.8950, 2.2625], [-0.2245, 3.9743, 3.6336], [0.1713, 4.6381, 2.0436], [-1.7103, 6.0684, 2.0504]], "forces_ev_per_a": [[-0.614, -0.590, 0.035], [-0.078, -0.133, -0.481], [0.016, -0.056, 0.147], [0.043, 0.008, 0.053], [-0.032, -0.015, -0.028], [0.007, 0.000, 0.016], [-0.018, 0.007, -0.005], [0.009, -0.020, -0.038], [0.003, -0.006, -0.036], [0.178, 0.166, 0.020], [-0.038, -0.003, 0.012], [-0.002, 0.044, 0.045], [0.016, 0.000, 0.006], [0.005, 0.006, -0.011], [-0.005, -0.005, -0.003], [0.006, -0.002, -0.003], [0.012, 0.033, 0.013], [-0.008, 0.082, -0.013], [0.017, -0.030, 0.053], [0.014, -0.011, -0.012], [-0.004, -0.044, -0.006], [-0.027, -0.024, 0.001], [0.028, 0.032, -0.008], [0.007, -0.021, 0.077], [-0.172, -0.094, 0.190], [0.086, 0.095, -0.093], [0.050, 0.113, -0.081], [0.001, 0.007, 0.004], [0.008, -0.004, 0.007], [-0.002, -0.014, 0.008], [-0.062, -0.254, 0.085], [-0.070, 0.232, -0.050], [-0.034, -0.055, 0.050], [0.003, 0.083, 0.009], [-0.021, -0.011, -0.005], [0.047, -0.038, -0.010], [-0.111, -0.052, 0.017], [0.239, 0.167, -0.012], [0.035, -0.074, 0.031], [-0.019, 0.021, -0.039], [-0.008, 0.049, -0.021], [-0.004, -0.080, 0.030], [0.017, 0.027, -0.065], [0.044, 0.158, 0.069], [-0.007, -0.019, 0.020], [0.004, 0.019, 0.021], [0.004, -0.003, 0.008], [0.004, -0.002, -0.005], [0.005, -0.006, 0.001], [0.002, -0.010, 0.002], [-0.012, 0.019, -0.012], [-0.010, 0.023, 0.038], [-0.009, 0.000, -0.009], [0.008, -0.009, -0.027], [0.009, 0.002, 0.029], [0.020, 0.070, 0.058], [0.011, -0.027, 0.012], [-0.006, 0.003, -0.009], [0.023, 0.051, -0.026], [-0.010, 0.089, -0.065], [-0.009, 0.041, 0.012], [0.025, -0.002, 0.043], [-0.012, -0.007, -0.018], [-0.015, -0.018, 0.023], [0.039, -0.056, -0.044], [0.055, -0.050, 0.044], [-0.012, 0.003, -0.009], [0.005, 0.011, -0.005], [-0.012, 0.008, 0.006], [0.001, -0.001, 0.009], [0.021, -0.008, 0.001], [0.002, 0.000, -0.006], [-0.001, -0.005, -0.003], [0.008, -0.017, -0.002], [-0.004, 0.015, -0.008], [-0.001, 0.006, -0.007], [-0.011, -0.007, 0.017], [0.005, -0.006, 0.004], [0.001, -0.009, -0.004], [-0.013, 0.000, -0.003], [-0.019, 0.001, 0.002], [0.034, -0.006, 0.007], [0.007, 0.009, -0.001], [0.001, 0.007, 0.001], [-0.010, 0.001, 0.005], [-0.012, -0.013, 0.004], [0.199, 0.228, 0.006], [-0.002, 0.012, -0.007], [0.013, -0.018, 0.021], [0.013, -0.021, 0.010], [-0.020, 0.008, -0.012], [-0.025, -0.018, -0.053], [-0.124, 0.022, 0.080], [0.221, 0.139, 0.059], [-0.025, -0.020, -0.022], [0.050, 0.017, -0.040], [0.002, 0.011, -0.047], [0.007, -0.006, 0.002], [0.004, -0.019, 0.008], [0.000, -0.004, -0.005], [0.003, 0.000, 0.010], [0.009, -0.002, 0.016], [0.011, 0.019, -0.002], [0.026, 0.024, 0.006], [0.009, -0.106, -0.085], [-0.031, -0.048, -0.027], [-0.003, 0.005, 0.030], [-0.010, -0.011, -0.007]]}